{
  "formula": "C5H8N3O",
  "method": "the ωB97M-V functional and the def2-TZVPD basis",
  "e_above_lowest_kj_mol": 193.5,
  "orbital_gap_ev": [7.847, 6.529],
  "total_charge": 1,
  "total_energy_ha": -434.37258,
  "homo_ev": [-11.41, -14.74],
  "multiplicity": 3,
  "s_squared": 2.01,
  "symbols": ["C", "C", "C", "C", "C", "N", "N", "N", "O", "H", "H", "H", "H", "H", "H", "H", "H"],
  "coordinates": [[-0.4634, 1.4593, 0.0204], [-1.2276, 1.2721, -2.1320], [0.7272, 0.1661, -1.6730], [0.0163, 0.2081, 0.1110], [-0.7489, -0.9820, -0.0031], [-1.3745, 1.7406, -0.9238], [-0.0999, 0.5560, -2.4994], [1.3251, 0.0382, 0.8123], [1.7994, -0.3423, -1.5733], [0.0771, 2.3350, 0.4197], [-1.9114, 1.6241, -2.9797], [-0.3693, -1.6748, -0.7165], [-1.8798, -0.9856, -0.0407], [-0.8233, -1.6111, 0.9111], [2.0484, -0.2283, -0.0959], [1.3100, -0.6677, 1.5015], [1.6478, 0.8770, 1.3330]],
  "atomic_forces_ev_per_a": [[-1.664, 4.746, -0.240], [0.137, 0.015, -2.648], [0.958, -1.183, 2.393], [3.931, -2.370, -0.838], [-3.666, -3.648, 2.111], [0.333, 1.571, 0.601], [-3.778, 1.576, -1.533], [0.817, 1.280, -1.411], [2.396, -0.004, -0.342], [-0.800, -0.404, 0.440], [0.861, -1.023, 1.516], [0.199, -0.569, -0.696], [1.173, 1.131, -0.945], [0.966, 0.428, 0.200], [-1.471, 0.204, 1.362], [-0.120, -1.475, 0.772], [-0.273, -0.274, -0.742]],
  "nbo_charge": [-0.099, 0.213, 0.677, 0.122, -0.730, -0.268, -0.354, -0.736, -0.523, 0.252, 0.250, 0.261, 0.299, 0.267, 0.488, 0.436, 0.444]
}

{
  "formula": "C5H8N3O2",
  "method": "the ωB97M-V functional and the def2-TZVPD basis",
  "e_above_lowest_kj_mol": 317.1,
  "orbital_gap_ev": 5.254,
  "total_charge": -1,
  "total_energy_ha": -509.91921,
  "homo_ev": -1.47,
  "multiplicity": 1,
  "symbols": ["C", "C", "C", "C", "C", "N", "N", "N", "O", "O", "H", "H", "H", "H", "H", "H", "H", "H"],
  "coordinates": [[-1.2311, -0.6236, 0.0442], [-1.2247, 0.6630, -0.1652], [0.9232, 0.0247, -0.1001], [0.5482, -2.4823, -0.0012], [0.5148, 2.3665, 0.4230], [0.0510, -1.1232, 0.1083], [0.1047, 1.1619, -0.2588], [2.2255, -0.0552, -0.0585], [2.8715, 1.0805, -0.2942], [2.9554, -1.0216, 0.2549], [-2.0124, -1.3094, 0.0247], [-1.9470, 1.4121, 0.0232], [1.0296, -2.6269, -1.0047], [1.3836, -2.6289, 0.7967], [-0.4122, -3.0938, 0.1049], [0.5661, 2.1976, 1.4726], [1.6315, 2.5432, 0.2007], [-0.0172, 3.3514, 0.0970]],
  "atomic_forces_ev_per_a": [[0.974, -1.925, -0.271], [0.845, 2.739, 0.432], [0.264, -2.062, 0.505], [-0.287, 0.006, 0.477], [1.556, 2.042, -1.361], [1.685, 1.252, 0.123], [0.130, -0.118, -0.721], [-0.264, 3.538, -0.540], [-0.212, 0.248, -0.411], [0.231, -2.700, 0.670], [-1.431, -0.837, 0.266], [-1.001, 0.243, -0.322], [-0.450, -0.173, 0.744], [-1.724, -0.102, -1.433], [1.612, 0.167, -0.021], [-0.655, 0.228, 1.352], [-1.631, -0.517, -0.150], [0.360, -2.029, 0.660]],
  "nbo_charge": [-0.071, -0.128, 0.335, -0.406, -0.453, -0.419, -0.421, 0.324, -0.727, -0.656, 0.190, 0.194, 0.190, 0.252, 0.169, 0.163, 0.289, 0.174]
}

{
  "formula": "C5H8N3O2",
  "method": "the ωB97M-V functional and the def2-TZVPD basis",
  "e_above_lowest_kj_mol": 492.0,
  "orbital_gap_ev": [9.019, 9.019],
  "total_charge": 1,
  "total_energy_ha": -509.64414,
  "homo_ev": [-13.58, -13.58],
  "multiplicity": 1,
  "symbols": ["C", "C", "C", "C", "C", "N", "N", "N", "O", "O", "H", "H", "H", "H", "H", "H", "H", "H"],
  "coordinates": [[1.4728, -0.0854, -1.4581], [0.5490, 0.8505, -0.9861], [1.2531, -1.4568, -1.2544], [-0.6588, 0.4898, -0.4255], [0.0961, -1.8725, -0.7700], [-1.0090, -0.7524, -0.3598], [0.8507, 1.7864, 3.0912], [-2.2581, -1.0252, 0.1329], [0.4839, 0.6927, 3.2687], [0.5396, 2.1860, 1.7505], [2.3766, 0.2496, -2.0703], [0.6776, 1.9119, -1.0731], [1.9401, -2.2579, -1.3775], [-1.2003, 1.3257, 0.0375], [-0.0854, -2.9270, -0.5121], [-2.6692, -1.9839, 0.2960], [-2.8884, -0.2868, 0.0772], [0.5297, 3.1552, 1.6327]],
  "atomic_forces_ev_per_a": [[0.777, 2.072, -0.997], [1.769, -0.950, -1.322], [-0.395, 0.824, 0.267], [0.653, 1.074, 0.461], [-4.223, 1.599, 2.034], [1.753, -4.064, -0.527], [-0.479, -0.368, 0.329], [0.414, -3.076, 0.711], [0.523, 0.988, -0.399], [-0.591, -0.239, -0.717], [-1.278, -0.412, 1.299], [0.511, 0.171, -0.184], [0.868, -0.167, -0.569], [-0.544, -0.954, -0.262], [-0.721, 0.893, -0.072], [1.466, 1.582, -0.626], [-1.032, 1.297, -0.254], [0.530, -0.271, 0.829]],
  "nbo_charge": [-0.120, -0.203, -0.244, 0.069, 0.046, -0.070, 0.402, -0.618, -0.237, -0.647, 0.263, 0.249, 0.271, 0.257, 0.257, 0.434, 0.398, 0.493]
}

{
  "formula": "C5H8N3O2",
  "method": "the ωB97M-V functional and the def2-TZVPD basis",
  "e_above_lowest_kj_mol": 474.1,
  "orbital_gap_ev": 9.932,
  "total_charge": 1,
  "total_energy_ha": -509.65096,
  "homo_ev": -15.67,
  "multiplicity": 1,
  "symbols": ["C", "C", "C", "C", "C", "N", "N", "N", "O", "O", "H", "H", "H", "H", "H", "H", "H", "H"],
  "coordinates": [[0.9766, 1.5991, 0.5348], [-0.7959, 0.5937, -0.3117], [1.1665, 0.1162, 0.7755], [-2.0093, 0.8006, -1.0829], [-0.6117, -1.7775, 0.5492], [-0.1330, 1.7828, -0.0769], [-0.2489, -0.3875, 0.3105], [2.2909, -0.3919, -0.2462], [3.3070, -0.7299, 0.2265], [1.9667, -0.4413, -1.3958], [1.5762, 2.4689, 0.9367], [1.4397, -0.3921, 1.7935], [-2.4808, -0.0806, -1.4328], [-1.6303, 1.4312, -1.9464], [-2.6634, 1.4595, -0.3942], [-1.6018, -1.8138, -0.0793], [-0.8523, -1.9305, 1.5938], [0.3038, -2.3068, 0.2457]],
  "atomic_forces_ev_per_a": [[-0.561, 0.216, 0.920], [-0.116, 0.502, 0.624], [-0.920, -1.547, 0.941], [-0.097, 1.538, 0.135], [-1.688, 1.021, -1.957], [1.446, 1.717, 0.029], [3.364, 0.569, 1.088], [-2.176, -0.193, -0.208], [1.796, -0.206, 1.353], [-0.579, 0.353, -0.745], [-0.419, -1.326, -0.732], [-0.443, 1.483, -1.824], [-0.669, -0.725, -0.200], [-0.822, -0.545, 0.886], [0.751, -0.971, -1.343], [2.090, -1.170, 1.054], [0.065, 0.000, 0.167], [-1.020, -0.716, -0.189]],
  "nbo_charge": [0.167, 0.575, -0.063, -0.686, -0.409, -0.405, -0.285, 0.548, -0.273, -0.334, 0.276, 0.300, 0.252, 0.300, 0.302, 0.247, 0.245, 0.243]
}